[1]
This record from OMol25 describes a structure of composition C33H34ClCrN4. The level of theory is wB97M-V/def2-TZVPD.

Summary:
Gap between HOMO and LUMO (alpha / beta) (eV): 6.235 / 7.382
E_HOMO (alpha / beta) (eV): -9.55 / -10.92
Total charge: +1
LUMO level (alpha / beta) (eV): -3.31 / -3.54
Spin multiplicity: 5

Each line ends with the Löwdin charge.
Geometry (Å):
Cr: 0.287 -0.097 0.270  0.717
C: -0.545 -2.269 -3.226  -0.042
C: -0.393 -3.223 -2.071  -0.233
C: -0.048 -4.547 -2.322  -0.034
C: 0.015 -5.477 -1.301  -0.063
C: -0.300 -5.100 -0.006  -0.041
C: -0.647 -3.789 0.287  -0.227
C: -1.013 -3.417 1.702  -0.025
C: -0.661 -2.845 -0.750  -0.259
N: -0.982 -1.483 -0.449  -0.014
C: -2.265 -1.131 -0.558  -0.254
C: -3.365 -2.062 -0.967  0.014
C: -2.543 0.243 -0.271  -0.268
C: -3.933 0.785 -0.357  0.012
N: -1.495 0.953 0.078  0.011
C: -1.581 2.358 0.282  -0.219
C: -1.495 3.197 -0.840  -0.214
C: -1.488 2.606 -2.225  -0.024
C: -1.468 4.571 -0.648  -0.038
C: -1.533 5.108 0.628  -0.067
C: -1.665 4.274 1.723  -0.040
C: -1.698 2.891 1.570  -0.203
C: -1.920 2.010 2.773  -0.028
H: -1.344 -2.611 -3.888  0.091
H: 0.370 -2.228 -3.816  0.080
H: -0.784 -1.261 -2.893  0.060
H: 0.169 -4.846 -3.341  0.121
H: 0.286 -6.502 -1.517  0.109
H: -0.276 -5.831 0.794  0.119
H: -0.210 -3.687 2.391  0.090
H: -1.905 -3.963 2.013  0.092
H: -1.217 -2.353 1.805  0.047
H: -2.976 -3.033 -1.254  0.088
H: -3.924 -1.645 -1.806  0.096
H: -4.071 -2.200 -0.143  0.101
H: -4.592 0.230 0.313  0.100
H: -4.331 0.667 -1.367  0.096
H: -3.964 1.838 -0.086  0.092
H: -0.814 1.751 -2.296  0.058
H: -1.203 3.352 -2.965  0.088
H: -2.484 2.244 -2.492  0.086
H: -1.404 5.227 -1.508  0.115
H: -1.503 6.181 0.768  0.109
H: -1.756 4.694 2.718  0.119
H: -2.834 2.308 3.288  0.093
H: -1.100 2.100 3.489  0.080
H: -2.021 0.964 2.487  0.061
C: 1.217 -0.176 4.515  -0.010
C: 0.520 -0.296 3.312  -0.090
N: 0.932 0.265 2.188  0.019
C: 2.059 1.016 2.226  -0.144
C: 2.842 1.168 3.379  -0.122
C: 2.392 0.534 4.550  0.030
C: 4.032 1.958 3.306  0.002
C: 4.388 2.579 2.158  0.005
C: 3.592 2.459 0.975  -0.120
C: 3.887 3.102 -0.238  0.033
C: 3.044 2.925 -1.308  -0.004
C: 1.943 2.080 -1.185  -0.100
N: 1.644 1.449 -0.062  0.016
C: 2.443 1.656 1.010  -0.137
H: 0.829 -0.653 5.404  0.120
H: -0.387 -0.885 3.260  0.115
H: 2.972 0.613 5.460  0.130
H: 4.639 2.058 4.196  0.125
H: 5.281 3.189 2.109  0.126
H: 4.768 3.728 -0.314  0.131
H: 3.234 3.418 -2.251  0.121
H: 1.298 1.893 -2.033  0.112
Cl: 2.283 -1.198 -1.423  0.576
C: 1.840 -1.506 0.278  -0.603
H: 1.627 -2.569 0.357  0.006
H: 2.730 -1.301 0.876  0.013

---

[2]
This record from OMol25 describes an isolated molecule of C13H15N3O3. The level of theory is wB97M-V/def2-TZVPD.

Summary:
Gap between HOMO and LUMO (eV): 9.020
Structure (SMILES): N[C@@H](Cc1c[nH]c2ccccc12)C(=O)NCC(=O)O
E_HOMO (eV): -8.57
Total charge: 0
LUMO level (eV): 0.45
Energy above the lowest of the compared OMol25 structures with the same formula, charge and spin (kcal per mole): 53.1
Spin multiplicity: 1

Each line ends with the Löwdin charge.
Geometry (Å):
C: 0.333 2.015 -1.359  -0.259
C: 1.372 2.097 -0.295  -0.474
C: -1.003 1.962 -0.743  -0.116
C: -1.454 0.609 -0.300  -0.186
C: -2.354 -0.192 -0.932  -0.055
C: -1.134 -0.156 0.904  -0.142
C: -1.738 -1.409 0.807  -0.242
C: -0.276 0.053 2.002  -0.045
C: -1.467 -2.428 1.686  -0.021
C: -0.153 -0.872 3.010  -0.093
C: -0.787 -2.105 2.846  -0.086
C: 1.835 -0.433 -0.114  -0.117
C: 2.475 -1.139 -1.277  -0.518
H: -0.004 -0.055 -2.143  0.097
H: -0.028 1.264 -3.149  0.085
H: 0.543 3.001 -1.820  0.165
H: -1.055 2.687 0.145  0.160
H: -1.757 2.225 -1.537  0.136
H: -2.799 0.161 -1.806  0.110
H: -3.445 -1.867 -0.263  0.142
H: 0.385 0.939 2.126  0.123
H: -1.865 -3.420 1.449  0.119
H: 0.353 -0.655 3.907  0.090
H: -0.578 -2.932 3.602  0.127
H: 2.402 1.082 1.036  0.138
H: 2.192 -0.925 0.817  0.155
H: 0.731 -0.526 -0.274  0.109
H: 2.317 0.292 -2.601  0.062
N: 0.482 0.841 -2.379  0.064
N: -2.606 -1.357 -0.243  0.106
N: 2.099 0.967 0.068  0.092
O: 1.396 3.082 0.398  0.078
O: 2.820 -2.240 -1.066  0.126
O: 2.767 -0.567 -2.498  0.070